{"formula": "C30H54N2O36S6", "method": "ωB97M-V/def2-TZVPD", "e_tot_ha": -6382.26818, "smiles": "C[N+](=O)[O-].C[N+](=O)[O-].O=S1(=O)OCCO1.O=S1(=O)OCCO1.O=S1(=O)OCCO1.O=S1(=O)OCCO1.O=S1(=O)OCCO1.O=S1(=O)OCCO1.O=C1CCCO1.O=C1CCCO1.O=C1CCCO1.O=C1CCCO1", "homo_lumo_gap_ev": 9.82, "e_homo_ev": -9.99, "elements": ["H", "S", "C", "H", "C", "H", "H", "H", "O", "H", "O", "H", "H", "O", "C", "C", "S", "C", "O", "O", "C", "O", "H", "C", "S", "H", "C", "C", "O", "C", "H", "H", "S", "C", "O", "H", "H", "H", "O", "O", "H", "C", "H", "H", "H", "H", "H", "H", "H", "O", "H", "C", "H", "H", "H", "O", "H", "H", "H", "O", "C", "H", "H", "H", "H", "C", "H", "H", "C", "O", "O", "O", "H", "O", "S", "C", "O", "H", "H", "O", "H", "H", "O", "H", "O", "H", "H", "C", "N", "C", "C", "C", "C", "H", "O", "H", "O", "O", "H", "H", "C", "O", "H", "C", "O", "O", "C", "H", "C", "H", "O", "H", "H", "O", "C", "O", "O", "O", "O", "H", "O", "C", "C", "O", "C", "S", "O", "N"], "coordinates": [[-3.664, -4.288, 5.597], [3.879, 9.298, 0.760], [4.045, 3.035, 4.585], [-1.356, -2.391, 0.378], [-1.224, -8.861, -1.825], [-10.470, -3.681, 4.042], [-4.865, -4.845, 8.332], [-1.658, 8.510, 6.832], [-9.213, -4.909, 2.984], [-2.899, -3.898, 7.149], [-4.098, 6.365, 6.460], [-10.960, -4.060, 2.439], [-4.041, 8.397, 6.842], [1.047, 5.787, -4.768], [-9.352, -2.522, 2.667], [-3.490, 7.490, 7.092], [-8.029, -4.576, 1.804], [3.303, -2.379, -6.529], [-1.961, 0.547, -0.992], [2.175, -2.155, -7.328], [-2.090, 7.521, 6.679], [2.802, 8.161, 0.238], [4.001, 3.501, 3.600], [7.812, -5.740, 1.071], [1.894, 5.868, -6.207], [5.917, -3.217, 0.941], [3.633, -3.417, -8.715], [-0.509, 5.125, -6.324], [-4.771, -2.188, -5.473], [0.254, -9.132, -2.061], [2.972, -2.578, -5.510], [4.032, -1.571, -6.471], [-3.276, 5.931, 5.041], [6.692, -5.030, 1.802], [-0.155, -0.909, -0.223], [-5.316, -5.429, 6.706], [6.630, 2.969, -3.035], [4.391, 0.847, 4.626], [0.326, 0.691, -2.169], [-5.726, -2.431, 6.876], [5.049, 3.040, 5.009], [-4.938, -4.581, 7.277], [0.615, -10.067, -1.631], [7.095, -4.372, 2.572], [-5.198, -1.367, -8.286], [-1.456, 5.282, -6.841], [1.157, 10.801, -0.140], [6.151, -5.773, 2.389], [-0.927, 5.368, -4.229], [-0.011, 1.796, 0.059], [1.263, 8.898, 1.233], [-4.306, -2.372, 6.651], [-9.242, -1.814, 3.489], [-0.323, 4.051, -6.296], [-1.326, -2.011, -1.310], [-2.632, 4.632, 5.189], [6.746, 4.026, -1.573], [-3.530, -0.857, -8.059], [-3.419, -0.712, -0.551], [0.528, 5.750, -7.095], [6.504, 3.034, -1.954], [-9.820, -2.016, 1.823], [4.289, -2.658, -9.142], [-3.928, -2.617, -7.840], [3.453, 4.400, 6.177], [-1.306, -1.555, -0.320], [0.837, -8.291, -1.684], [3.487, -4.528, -6.803], [-6.088, -3.570, 7.413], [-2.184, 7.146, 5.341], [-4.819, -0.186, -6.027], [7.575, 0.994, -1.962], [3.559, -4.425, -9.123], [-8.553, -4.825, 0.467], [-0.312, 0.698, -0.849], [-2.444, -0.491, -0.116], [2.444, 7.185, -6.376], [2.972, 1.238, 3.791], [-3.818, -1.780, 7.426], [-4.021, 6.259, 3.833], [-1.475, -7.905, -1.365], [1.722, 10.154, -1.636], [-0.687, -8.701, -5.586], [2.317, 4.265, 4.776], [2.218, 0.522, 6.347], [5.021, -3.697, -7.093], [7.863, -6.789, 1.365], [2.284, -2.714, -8.573], [-4.651, -1.316, -6.317], [3.010, 3.739, 5.432], [3.611, 1.607, 4.593], [1.782, 10.011, -0.557], [5.790, -4.296, 0.859], [0.729, 8.127, -0.280], [-0.539, -6.731, -3.933], [-0.650, 6.912, -5.095], [2.703, 4.652, -6.423], [3.755, 9.709, 2.147], [-1.467, 6.824, 7.239], [8.793, -5.347, 1.337], [-4.276, -1.588, -7.748], [8.052, -5.359, -1.393], [-4.183, -1.767, 5.753], [2.650, 1.533, 5.778], [3.111, 10.412, -0.197], [7.532, 2.168, -0.070], [7.395, -5.309, -0.375], [4.743, -4.540, 1.035], [1.521, 8.709, 0.191], [5.471, 2.856, -1.657], [0.499, -9.076, -3.450], [-3.553, 7.327, 8.168], [-2.661, -0.261, 0.927], [6.137, -4.806, -0.485], [3.939, -3.618, -7.197], [2.224, 2.768, 6.125], [-7.224, -3.788, 7.876], [-1.697, -8.800, -3.229], [1.320, -2.717, -9.373], [-1.761, -9.682, -1.350], [5.196, 8.935, 0.191], [-10.085, -3.785, 3.028], [-3.816, -3.812, 6.565], [-8.102, -2.967, 2.162], [-0.350, 5.868, -5.008], [-0.580, -8.124, -4.252], [-6.738, -5.148, 2.197], [7.309, 1.976, -1.294]], "forces_ev_per_a": [[0.0, 0.7, -0.2], [0.9, 0.2, -2.3], [0.4, 0.0, -0.6], [0.1, 0.3, 0.4], [-0.7, 0.1, -2.3], [0.3, -0.4, 0.2], [1.0, -0.5, -0.1], [0.0, 0.0, -0.6], [2.1, 0.2, -1.5], [0.2, -0.1, -0.3], [0.3, -1.4, -1.8], [0.1, 0.5, -0.5], [0.0, 0.0, -0.2], [1.6, -0.1, -0.6], [-0.2, 0.0, -1.5], [-1.6, 0.0, 1.5], [-0.5, -0.2, 0.9], [1.3, -1.6, 0.3], [1.9, 0.9, 0.8], [-0.9, 0.7, -1.3], [0.8, -0.3, 0.6], [2.1, -1.5, 1.0], [0.6, -0.2, 0.0], [-0.7, 1.4, -0.8], [-0.4, -1.7, -0.4], [0.1, 0.0, -0.5], [-1.2, 0.2, 2.3], [0.0, 0.4, -0.3], [0.3, -1.1, -1.1], [0.9, 1.5, 0.8], [-0.1, 0.0, -0.1], [-0.3, 0.5, -0.4], [0.5, 1.1, 1.1], [0.2, -0.6, 2.7], [3.7, 4.6, 0.6], [0.1, 0.0, 0.2], [0.0, -0.1, 0.2], [0.1, 0.2, 0.4], [-1.5, 0.0, 2.7], [0.2, 1.5, 0.1], [0.0, 0.6, -0.1], [-1.4, 0.6, 0.4], [0.0, 0.0, -0.4], [0.0, 0.3, -0.1], [0.1, -0.3, -0.2], [0.1, 0.3, 0.1], [-0.3, -0.1, 0.0], [-0.3, 0.0, -0.2], [0.4, 0.1, 0.3], [-0.3, -2.5, -0.9], [-0.6, 0.3, -0.1], [-0.1, 0.5, -1.1], [0.5, -0.3, 0.0], [0.1, 0.0, 0.4], [-0.7, 0.0, -0.3], [-1.4, 2.3, -0.1], [0.4, -0.3, 0.0], [0.0, -0.1, 0.3], [0.2, -0.6, -0.1], [1.2, 0.2, -0.3], [-0.3, 0.5, -0.2], [-0.3, 0.2, 0.2], [0.4, -0.6, -0.4], [-0.2, 0.2, 0.0], [-0.2, 0.1, -0.1], [-4.0, -1.8, -0.5], [0.1, -0.2, 0.7], [-0.1, 0.0, -0.2], [-3.0, -2.1, 0.5], [0.3, -0.9, -2.7], [-0.4, 3.3, -0.1], [0.2, 0.6, 1.0], [0.1, 0.7, -0.9], [0.8, 0.5, 2.3], [-0.2, -0.3, -1.4], [0.1, -1.3, -1.3], [-0.5, -1.5, 0.2], [-0.1, 0.5, -0.5], [-0.2, -0.3, 0.4], [1.3, -0.6, 2.4], [0.3, -0.1, 0.2], [-0.1, -1.1, -0.1], [0.1, 1.7, 2.6], [0.0, 0.3, 0.2], [1.1, 2.5, -1.5], [-0.1, 0.1, 0.5], [-0.3, -0.1, -0.9], [-3.3, -0.8, -2.0], [0.5, -1.7, 0.9], [-0.5, 0.8, 0.1], [-1.1, -1.3, 0.4], [-0.4, 2.0, 0.8], [-0.6, -0.6, -0.9], [0.7, -0.6, 0.0], [0.6, -0.7, -0.7], [-0.1, 0.0, -0.1], [-1.8, 3.0, 1.0], [-0.1, -1.0, -2.0], [0.0, -0.3, 0.0], [0.0, 0.2, -0.4], [-0.3, -0.2, 0.3], [-0.2, -0.4, 1.4], [0.0, -0.3, -0.2], [-1.1, -2.8, 1.7], [1.7, -0.5, 1.1], [-0.1, -0.9, -2.6], [1.5, -1.1, -2.4], [0.0, 0.1, -0.1], [-0.3, 1.3, 0.0], [0.0, -0.2, -0.2], [0.9, 0.6, -1.8], [-0.3, 0.0, 0.0], [0.7, 0.7, 0.0], [0.3, 0.7, 2.3], [0.9, 0.5, -0.3], [0.7, -0.7, -0.1], [3.2, 0.8, -1.2], [-1.2, 0.8, -0.6], [3.3, 0.4, 2.7], [0.0, 0.1, -0.2], [-3.5, 0.9, 1.6], [-1.7, -0.9, 1.1], [0.1, -0.8, 1.4], [1.8, -1.1, -0.5], [-0.7, -0.8, -0.4], [-1.1, -3.8, 1.7], [-2.9, 1.5, -0.6], [-0.2, 0.4, 1.7]], "mulliken_charge": [0.28, 1.08, -0.38, 0.31, -0.21, 0.28, 0.25, 0.30, -0.35, 0.25, -0.34, 0.28, 0.27, -0.29, -0.20, -0.29, 1.10, -0.36, -0.31, -0.29, -0.27, -0.30, 0.25, -0.36, 1.06, 0.23, -0.35, -0.37, -0.53, -0.23, 0.29, 0.25, 1.07, -0.45, -0.30, 0.28, 0.29, 0.30, -0.49, -0.36, 0.26, -0.36, 0.29, 0.33, 0.28, 0.29, 0.22, 0.24, 0.32, -0.49, 0.32, -0.34, 0.28, 0.28, 0.30, -0.48, 0.27, 0.28, 0.29, -0.31, -0.63, 0.23, 0.29, 0.28, 0.27, -0.28, 0.25, 0.28, 0.51, -0.32, -0.52, -0.49, 0.27, -0.53, 1.00, -0.28, -0.50, 0.17, 0.25, -0.50, 0.23, 0.29, -0.51, 0.28, -0.63, 0.33, 0.26, 0.47, 0.86, -0.36, -0.34, -0.24, -0.33, 0.32, -0.49, 0.26, -0.52, -0.51, 0.28, 0.24, -0.64, -0.57, 0.26, 0.50, -0.32, -0.51, 0.48, 0.27, -0.34, 0.25, -0.33, 0.29, 0.25, -0.33, -0.59, -0.32, -0.64, -0.36, -0.62, 0.26, -0.51, -0.28, -0.40, -0.31, -0.23, 1.10, -0.51, 0.82]}